Below is a 19-piece molecular cluster, C30H102N4O19 overall, with properties calculated with ωB97M-V/def2-TZVPD.

Last columns: bonded neighbours and bond lengths (Å).
CARTESIAN COORDINATES (ANGSTROEM)
1 C 4.592 -2.796 -3.370  C2 1.532, H4 1.091, H5 1.091, H6 1.094
2 C 3.693 -3.547 -4.357  C1 1.532, O3 1.412, H7 1.091, H8 1.096
3 O 2.373 -3.050 -4.284  C2 1.412, H9 0.990
4 H 5.651 -2.937 -3.585  C1 1.091
5 H 4.359 -3.059 -2.337  C1 1.091
6 H 4.363 -1.729 -3.448  C1 1.094
7 H 3.659 -4.608 -4.103  C2 1.091
8 H 4.161 -3.503 -5.347  C2 1.096
9 H 2.377 -2.090 -4.524  O3 0.990
10 C 5.472 0.981 0.575  C11 1.516, H13 1.089, H14 1.091, H15 1.089
11 C 6.717 1.299 1.379  C10 1.516, O12 1.446, H16 1.097, H17 1.093
12 O 6.261 1.836 2.642  C11 1.446, H18 0.967
13 H 4.956 0.129 1.016  C10 1.089
14 H 5.740 0.683 -0.440  C10 1.091
15 H 4.831 1.857 0.494  C10 1.089
16 H 7.329 2.073 0.903  C11 1.097
17 H 7.389 0.445 1.497  C11 1.093
18 H 7.081 2.083 3.091  O12 0.967
19 C 3.985 -4.325 2.091  C20 1.522, H22 1.092, H23 1.085, H24 1.099
20 C 3.790 -4.523 0.595  C19 1.522, O21 1.447, H25 1.095, H26 1.089
21 O 5.134 -4.767 0.118  C20 1.447, H27 0.964
22 H 4.719 -3.545 2.300  C19 1.092
23 H 4.207 -5.229 2.649  C19 1.085
24 H 3.051 -3.875 2.453  C19 1.099
25 H 3.299 -3.642 0.171  C20 1.095
26 H 3.165 -5.386 0.372  C20 1.089
27 H 5.089 -5.130 -0.774  O21 0.964
28 C 4.314 1.255 6.156  C29 1.508, H31 1.089, H32 1.095, H33 1.087
29 C 5.658 0.699 5.757  C28 1.508, O30 1.448, H34 1.094, H35 1.094
30 O 6.632 1.462 6.509  C29 1.448, H36 0.962
31 H 4.122 1.089 7.215  C28 1.089
32 H 3.533 0.659 5.673  C28 1.095
33 H 4.258 2.286 5.815  C28 1.087
34 H 5.807 0.766 4.675  C29 1.094
35 H 5.788 -0.369 5.957  C29 1.094
36 H 7.410 1.552 5.949  O30 0.962
37 C 0.397 -5.997 -5.187  C38 1.518, H40 1.091, H41 1.090, H42 1.090
38 C -0.068 -5.463 -3.844  C37 1.518, O39 1.430, H43 1.091, H44 1.093
39 O 1.044 -5.139 -3.006  C38 1.430, H45 0.978
40 H 0.998 -5.261 -5.724  C37 1.091
41 H -0.457 -6.274 -5.805  C37 1.090
42 H 1.015 -6.886 -5.066  C37 1.090
43 H -0.661 -6.205 -3.308  C38 1.091
44 H -0.711 -4.581 -3.902  C38 1.093
45 H 1.390 -4.252 -3.229  O39 0.978
46 C -3.065 -0.288 4.619  C47 1.482, H49 1.090, H50 1.094, H51 1.093
47 C -2.778 1.166 4.664  C46 1.482, O48 1.426, H52 1.102, H53 1.103
48 O -1.477 1.455 4.156  C47 1.426, H54 0.984
49 H -2.444 -0.893 5.279  C46 1.090
50 H -2.945 -0.651 3.593  C46 1.094
51 H -4.103 -0.540 4.847  C46 1.093
52 H -2.892 1.651 5.646  C47 1.102
53 H -3.494 1.771 4.084  C47 1.103
54 H -1.545 2.371 3.802  O48 0.984
55 C -3.754 -3.003 -1.301  C56 1.520, H58 1.095, H59 1.095, H60 1.090
56 C -2.660 -3.992 -0.933  C55 1.520, O57 1.426, H61 1.089, H62 1.094
57 O -3.013 -5.311 -1.344  C56 1.426, H63 0.962
58 H -4.121 -3.100 -2.329  C55 1.095
59 H -3.368 -1.980 -1.254  C55 1.095
60 H -4.640 -3.109 -0.676  C55 1.090
61 H -2.579 -4.013 0.152  C56 1.089
62 H -1.675 -3.721 -1.324  C56 1.094
63 H -2.957 -5.377 -2.302  O57 0.962
64 O 2.136 5.216 3.734  H65 0.962, H66 0.982
65 H 2.376 5.501 4.621  O64 0.962
66 H 2.674 4.409 3.579  O64 0.982
67 O -0.058 3.551 -0.094  H68 0.985, H69 0.982
68 H 0.180 2.980 0.672  O67 0.985
69 H 0.456 4.383 -0.007  O67 0.982
70 O 0.742 -5.340 -0.164  H71 0.985, H72 0.967
71 H 0.800 -5.214 -1.139  O70 0.985
72 H 0.019 -5.972 -0.052  O70 0.967
73 O 1.471 2.090 -3.970  H74 0.964, H75 0.974
74 H 1.150 2.794 -4.545  O73 0.964
75 H 1.884 2.559 -3.222  O73 0.974
76 O 1.275 5.803 1.135  H77 0.963, H78 0.979
77 H 1.153 6.758 1.124  O76 0.963
78 H 1.479 5.591 2.068  O76 0.979
79 O -0.532 -3.611 1.627  H80 0.971, H81 0.977
80 H -0.433 -2.771 1.148  O79 0.971
81 H -0.125 -4.275 1.036  O79 0.977
82 O 4.145 3.510 3.106  H83 0.966, H84 0.985
83 H 4.331 4.001 2.295  O82 0.966
84 H 4.871 2.848 3.169  O82 0.985
85 O 2.301 -0.436 -5.126  H86 0.976, H87 0.963
86 H 1.832 0.359 -4.808  O85 0.976
87 H 3.106 -0.083 -5.522  O85 0.963
88 C -4.735 -3.928 -6.939  C89 1.519, H94 1.092, H95 1.085, H96 1.095
89 C -3.318 -3.472 -6.637  C88 1.519, C90 1.491, N93 1.483, H97 1.101
90 C -3.250 -2.379 -5.626  C89 1.491, O91 1.412, H98 1.100, H99 1.099
91 O -1.909 -2.042 -5.343  C90 1.412, C92 1.409
92 C -1.766 -1.018 -4.385  O91 1.409, H100 1.093, H101 1.091, H102 1.092
93 N -2.504 -4.661 -6.284  C89 1.483, H103 1.016, H104 1.012
94 H -5.143 -4.287 -5.991  C88 1.092
95 H -4.879 -4.674 -7.713  C88 1.085
96 H -5.296 -3.030 -7.218  C88 1.095
97 H -2.818 -3.088 -7.540  C89 1.101
98 H -3.742 -2.640 -4.677  C90 1.100
99 H -3.790 -1.513 -6.035  C90 1.099
100 H -1.477 -0.079 -4.863  C92 1.093
101 H -0.956 -1.287 -3.706  C92 1.091
102 H -2.652 -0.839 -3.773  C92 1.092
103 H -1.554 -4.348 -6.107  N93 1.016
104 H -2.427 -5.308 -7.059  N93 1.012
105 C 1.518 -0.574 2.342  C106 1.543, H111 1.090, H112 1.093, H113 1.090
106 C 0.823 0.400 1.369  C105 1.543, C107 1.521, N110 1.467, H114 1.098
107 C -0.470 -0.109 0.751  C106 1.521, O108 1.392, H115 1.098, H116 1.096
108 O -0.313 -1.337 0.114  C107 1.392, C109 1.406
109 C 0.417 -1.395 -1.086  O108 1.406, H117 1.095, H118 1.084, H119 1.099
110 N 0.562 1.688 2.021  C106 1.467, H120 1.024, H121 1.013
111 H 2.460 -0.121 2.651  C105 1.090
112 H 1.805 -1.503 1.844  C105 1.093
113 H 0.832 -0.733 3.174  C105 1.090
114 H 1.524 0.595 0.547  C106 1.098
115 H -0.962 0.640 0.116  C107 1.098
116 H -1.203 -0.203 1.560  C107 1.096
117 H 0.035 -0.619 -1.758  C109 1.095
118 H 0.413 -2.397 -1.499  C109 1.084
119 H 1.466 -1.117 -0.909  C109 1.099
120 H 0.029 1.450 2.862  N110 1.024
121 H 1.425 2.125 2.321  N110 1.013
122 C -3.081 5.183 4.885  C123 1.528, H128 1.088, H129 1.092, H130 1.091
123 C -2.947 4.925 3.385  C122 1.528, C124 1.533, N127 1.478, H131 1.090
124 C -2.833 6.229 2.587  C123 1.533, O125 1.410, H132 1.100, H133 1.098
125 O -4.119 6.790 2.453  C124 1.410, C126 1.405
126 C -4.209 7.709 1.394  O125 1.405, H134 1.098, H135 1.094, H136 1.089
127 N -1.718 4.115 3.247  C123 1.478, H137 1.025, H138 1.021
128 H -3.120 4.244 5.435  C122 1.088
129 H -4.020 5.699 5.094  C122 1.092
130 H -2.246 5.813 5.195  C122 1.091
131 H -3.839 4.404 3.039  C123 1.090
132 H -2.495 5.970 1.573  C124 1.100
133 H -2.102 6.898 3.062  C124 1.098
134 H -4.304 7.248 0.402  C126 1.098
135 H -3.341 8.373 1.359  C126 1.094
136 H -5.122 8.290 1.517  C126 1.089
137 H -1.397 4.033 2.276  N127 1.025
138 H -0.966 4.705 3.603  N127 1.021
139 C -4.751 4.013 0.535  C140 1.511, H145 1.093, H146 1.091, H147 1.091
140 C -3.638 3.140 0.004  C139 1.511, C141 1.529, N144 1.457, H148 1.106
141 C -4.009 1.811 -0.654  C140 1.529, O142 1.418, H149 1.096, H150 1.099
142 O -4.990 1.097 0.079  C141 1.418, C143 1.411
143 C -4.428 0.170 0.982  O142 1.411, H151 1.094, H152 1.098, H153 1.092
144 N -2.862 3.898 -0.968  C140 1.457, H154 1.021, H155 1.013
145 H -5.477 3.471 1.147  C139 1.093
146 H -5.375 4.502 -0.214  C139 1.091
147 H -4.270 4.742 1.189  C139 1.091
148 H -2.984 2.874 0.856  C140 1.106
149 H -3.161 1.228 -1.031  C141 1.096
150 H -4.499 2.055 -1.607  C141 1.099
151 H -4.413 -0.875 0.658  C143 1.094
152 H -5.075 0.099 1.866  C143 1.098
153 H -3.462 0.504 1.367  C143 1.092
154 H -2.610 4.776 -0.512  N144 1.021
155 H -1.921 3.593 -1.187  N144 1.013

Output
F_max (eV/Å): 2.723
HOMO-LUMO gap (eV): 8.503